Record 1
Computed, not measured: a single C4H8N2 molecule, with wB97M-V/def2-TZVPD.

## Properties
Gap between HOMO and LUMO = 9.91 eV
E = -7257.470 eV
E_HOMO = -0.3309 Eh
Max |F| = 0.61 eV/Å
Energy above the lowest of the compared OMol25 structures with the same formula, charge and spin = 9.3 kcal/mol
SMILES string = [H]/N=C(/N)C(=C)C

```
! wB97M-V def2-TZVPD RIJCOSX def2/J DEFGRID3
* xyz 0 1
H -1.74183 1.80581 -0.03586
N -0.80651 2.00065 -0.37469
C -0.01347 1.00627 -0.35844
N 1.23962 1.20012 -0.87061
C -0.33180 -0.37197 0.11827
C -1.59446 -0.79306 0.15443
C 0.80170 -1.24818 0.57564
H 1.46926 2.16509 -1.03649
H 1.98587 0.60037 -0.56347
H -2.40994 -0.17636 -0.18226
H -1.86083 -1.77332 0.51665
H 1.41107 -0.72873 1.32056
H 0.41661 -2.16633 1.01025
H 1.43467 -1.52031 -0.27394
*
```

=====

Record 2
Computed, not measured: a single C4H8N2 molecule at a distorted geometry, with wB97M-V/def2-TZVPD.

## Properties
Gap between HOMO and LUMO = 9.76 eV
E = -7254.974 eV
E_HOMO = -0.3195 Eh
Max |F| = 1.32 eV/Å
Energy above the lowest of the compared OMol25 structures with the same formula, charge and spin = 66.9 kcal/mol
SMILES string = C=C=NN(C)C

```
! wB97M-V def2-TZVPD RIJCOSX def2/J DEFGRID3
* xyz 0 1
C -0.05209 2.79115 -0.32622
C -0.20592 1.55172 -0.68140
N -0.28301 0.37423 -1.01142
N 0.37670 -0.53554 -0.08748
C 0.29192 -1.78573 -0.79916
C -0.14076 -0.63834 1.28719
H 0.90895 3.27866 -0.44221
H -0.93533 3.27938 0.04364
H 0.88802 -2.52361 -0.26726
H 0.69339 -1.60474 -1.79900
H -0.74712 -2.13290 -0.90929
H -1.21586 -0.85485 1.29008
H 0.05424 0.26147 1.88024
H 0.36687 -1.46089 1.82229
*
```

=====

Record 3
Computed, not measured: 2 unconnected molecules or ions with the total composition C4H8N2 at a distorted geometry, with wB97M-V/def2-TZVPD.

## Properties
Gap between HOMO and LUMO = 8.98 eV
E = -7251.711 eV
E_HOMO = -0.3281 Eh
Max |F| = 5.48 eV/Å
Energy above the lowest of the compared OMol25 structures with the same formula, charge and spin = 142.2 kcal/mol

```
! wB97M-V def2-TZVPD RIJCOSX def2/J DEFGRID3
* xyz 0 1
C 1.07782 1.36856 -2.06284
C -0.07073 1.04066 -1.61057
C -1.40221 -0.86405 0.66039
C 0.06416 -0.97658 0.21966
N 1.06712 0.67881 1.55753
N 1.09134 -0.38362 0.71895
H 2.12080 1.27947 -1.76239
H 0.84352 2.00669 -2.95856
H -2.11257 -1.28518 -0.21703
H -1.56988 0.19512 1.00415
H -1.64426 -1.67658 1.41336
H 1.61159 1.43620 1.43651
H 0.26186 -1.90828 -0.24284
H 0.14469 1.10618 1.61098
*
```

=====

Which of these has the highest energy above the lowest of the compared OMol25 structures with the same formula, charge and spin? number 3

=====

Among the records above, which one has the highest max |F|? number 3

=====

Which value of gap between HOMO and LUMO does entry 1 give? 9.91 eV

=====

The lowest E belongs to which entry? number 1